[1]
{"formula": "C31H30AsBr2IrNOSi", "method": "ωB97M-V/def2-TZVPD", "e_lumo_ev": -3.9, "max_force_ev_per_a": 0.57, "e_tot_ev": -247806.1899, "gap_ev": 6.9, "total_charge": 1, "relative_energy_kj_mol": 77.6, "symbols": ["Ir", "Br", "C", "C", "C", "Br", "C", "C", "C", "C", "N", "C", "C", "O", "H", "H", "H", "H", "C", "C", "C", "C", "C", "C", "As", "C", "C", "C", "C", "C", "C", "C", "C", "C", "C", "C", "C", "H", "H", "H", "H", "H", "H", "H", "H", "H", "H", "H", "H", "H", "H", "H", "C", "Si", "C", "C", "C", "H", "H", "H", "H", "H", "H", "H", "H", "H", "H", "H"], "xyz": [[-0.002, -0.411, -0.794], [-3.714, -3.941, -0.688], [-1.864, -4.153, -0.874], [-1.320, -5.448, -1.045], [0.024, -5.651, -1.195], [0.686, -7.397, -1.432], [0.923, -4.551, -1.178], [2.323, -4.594, -1.325], [3.054, -3.431, -1.293], [2.405, -2.208, -1.101], [1.094, -2.137, -0.959], [0.351, -3.284, -0.999], [-1.033, -3.062, -0.850], [-1.412, -1.788, -0.693], [-1.998, -6.289, -1.058], [2.814, -5.548, -1.465], [4.128, -3.444, -1.407], [2.947, -1.271, -1.057], [-0.280, -1.975, 4.834], [0.495, -2.324, 3.736], [0.565, -1.474, 2.643], [-0.141, -0.275, 2.655], [-0.923, 0.073, 3.750], [-0.989, -0.783, 4.840], [0.043, 0.911, 1.157], [-1.466, 2.102, 1.240], [-1.324, 3.484, 1.247], [-2.456, 4.289, 1.226], [-3.718, 3.715, 1.200], [-3.857, 2.333, 1.183], [-2.733, 1.524, 1.195], [1.613, 1.965, 1.509], [1.668, 2.697, 2.693], [2.806, 3.424, 3.001], [3.892, 3.415, 2.135], [3.844, 2.673, 0.965], [2.705, 1.944, 0.653], [-0.335, -2.639, 5.687], [1.042, -3.257, 3.730], [1.165, -1.747, 1.782], [-1.489, 0.997, 3.755], [-1.598, -0.519, 5.695], [-0.342, 3.940, 1.258], [-2.348, 5.365, 1.230], [-4.597, 4.346, 1.188], [-4.841, 1.885, 1.155], [-2.846, 0.445, 1.163], [0.830, 2.696, 3.381], [2.846, 3.994, 3.920], [4.779, 3.985, 2.377], [4.692, 2.662, 0.293], [2.671, 1.364, -0.263], [-0.454, 2.652, -4.511], [-0.539, 1.043, -3.559], [0.653, -0.218, -4.278], [-2.279, 0.356, -3.556], [-0.016, 1.399, -1.770], [-0.741, 2.511, -5.555], [0.557, 3.064, -4.498], [-1.126, 3.396, -4.079], [0.393, -0.456, -5.311], [0.641, -1.160, -3.722], [1.677, 0.164, -4.273], [-2.554, -0.034, -4.538], [-2.999, 1.135, -3.296], [-2.401, -0.456, -2.835], [-0.608, 2.193, -1.304], [1.016, 1.784, -1.711]]}

***

[2]
{"formula": "C31H30BrClI2N9OSe2Ti", "method": "ωB97M-V/def2-TZVPD", "e_lumo_ev": [-3.6, -3.7], "max_force_ev_per_a": 2.09, "e_tot_ev": -300660.9571, "gap_ev": [4.9, 4.7], "total_charge": 1, "relative_energy_kj_mol": 0.0, "symbols": ["Ti", "C", "Se", "C", "C", "Se", "C", "H", "H", "H", "H", "H", "H", "H", "H", "H", "H", "Br", "C", "C", "C", "C", "C", "C", "N", "C", "C", "C", "C", "C", "C", "N", "H", "H", "H", "H", "H", "H", "H", "H", "H", "Cl", "C", "C", "C", "I", "C", "O", "C", "N", "C", "C", "C", "C", "H", "H", "H", "H", "N", "N", "N", "C", "N", "N", "H", "H", "H", "I", "C", "C", "C", "C", "N", "C", "H", "H", "H", "H"], "xyz": [[-0.023, 0.463, 0.100], [-3.795, -1.803, -0.211], [-1.932, -2.291, 0.086], [-2.003, -4.045, -0.862], [-1.234, -4.175, -2.154], [0.665, -4.565, -1.822], [1.049, -5.243, -3.603], [-4.435, -2.611, 0.133], [-3.959, -1.593, -1.264], [-3.982, -0.910, 0.381], [-3.068, -4.193, -1.032], [-1.655, -4.801, -0.158], [-1.312, -3.292, -2.786], [-1.596, -5.043, -2.708], [0.480, -6.153, -3.773], [2.113, -5.460, -3.652], [0.788, -4.484, -4.337], [-5.410, 4.840, 2.326], [-4.353, 3.562, 1.410], [-4.109, 3.710, 0.055], [-3.328, 2.781, -0.607], [-2.780, 1.691, 0.074], [-3.063, 1.546, 1.434], [-3.834, 2.479, 2.102], [-1.900, 0.793, -0.564], [-2.071, 0.542, -1.874], [-1.023, -0.052, -2.562], [-1.055, -0.333, -3.955], [0.076, -0.757, -4.582], [1.264, -0.909, -3.826], [1.228, -0.687, -2.480], [0.122, -0.263, -1.818], [-4.506, 4.567, -0.472], [-3.108, 2.935, -1.655], [-2.673, 0.686, 1.961], [-4.030, 2.375, 3.160], [-2.971, 0.833, -2.404], [-1.980, -0.179, -4.494], [0.080, -0.957, -5.645], [2.192, -1.201, -4.294], [2.127, -0.812, -1.892], [2.118, 2.820, 5.923], [1.397, 2.676, 4.358], [1.347, 3.773, 3.534], [0.779, 3.679, 2.261], [0.750, 5.300, 0.938], [0.261, 2.483, 1.784], [-0.231, 2.313, 0.584], [0.318, 1.351, 2.645], [-0.193, 0.191, 2.118], [-0.278, -0.859, 2.929], [0.224, -0.859, 4.228], [0.821, 0.269, 4.739], [0.863, 1.434, 3.950], [1.758, 4.713, 3.877], [-0.763, -1.738, 2.527], [0.131, -1.753, 4.828], [1.244, 0.275, 5.734], [4.538, -2.177, 1.262], [3.192, -2.140, 1.105], [2.426, -3.176, 1.317], [1.241, -2.710, 0.956], [1.306, -1.433, 0.555], [2.576, -1.088, 0.659], [4.832, -2.929, 1.866], [4.947, -1.272, 1.442], [0.354, -3.317, 0.991], [5.430, 2.536, 1.394], [3.837, 2.470, 0.030], [3.865, 3.151, -1.172], [2.758, 3.027, -2.001], [1.727, 2.189, -1.634], [1.727, 1.485, -0.491], [2.749, 1.679, 0.350], [4.705, 3.773, -1.447], [2.702, 3.574, -2.931], [0.847, 2.092, -2.258], [2.700, 1.207, 1.317]]}

***

[3]
{"formula": "C31H30Cl60O4", "method": "ωB97M-V/def2-TZVPD", "e_lumo_ev": -0.2, "max_force_ev_per_a": 9.57, "e_tot_ev": -792154.2896, "gap_ev": 9.4, "total_charge": 0, "relative_energy_kj_mol": 356.6, "symbols": ["C", "O", "C", "C", "C", "C", "C", "C", "C", "C", "C", "C", "C", "C", "C", "C", "O", "C", "O", "O", "H", "H", "H", "H", "H", "H", "H", "H", "H", "H", "H", "H", "H", "H", "H", "H", "H", "H", "H", "H", "H", "H", "H", "H", "H", "H", "H", "H", "H", "H", "C", "Cl", "Cl", "Cl", "Cl", "C", "Cl", "Cl", "Cl", "Cl", "C", "Cl", "Cl", "Cl", "Cl", "C", "Cl", "Cl", "Cl", "Cl", "C", "Cl", "Cl", "Cl", "Cl", "C", "Cl", "Cl", "Cl", "Cl", "C", "Cl", "Cl", "Cl", "Cl", "C", "Cl", "Cl", "Cl", "Cl", "C", "Cl", "Cl", "Cl", "Cl", "C", "Cl", "Cl", "Cl", "Cl", "C", "Cl", "Cl", "Cl", "Cl", "C", "Cl", "Cl", "Cl", "Cl", "C", "Cl", "Cl", "Cl", "Cl", "C", "Cl", "Cl", "Cl", "Cl", "C", "Cl", "Cl", "Cl", "Cl"], "xyz": [[-4.038, 1.426, -0.698], [-4.482, 0.107, -1.180], [-3.433, -0.570, -1.974], [-1.912, -0.409, -1.357], [-1.016, 0.768, -2.130], [0.583, 0.372, -2.154], [1.380, 1.648, -1.444], [1.094, 1.764, 0.183], [2.278, 2.706, 0.850], [2.266, 4.267, 0.329], [3.220, 4.566, -0.970], [2.445, 5.199, -2.271], [1.823, 6.699, -2.047], [0.299, 6.799, -2.721], [-0.837, 5.950, -1.898], [-1.966, 5.077, -2.764], [-3.207, 5.257, -1.960], [-2.701, 5.571, -0.607], [-3.082, 5.076, 0.575], [-1.655, 6.611, -0.866], [-3.334, 1.367, 0.263], [-4.997, 2.012, -0.346], [-3.461, 2.054, -1.527], [-3.676, -1.737, -1.930], [-3.472, -0.295, -3.130], [-1.898, -0.289, -0.180], [-1.350, -1.441, -1.568], [-1.214, 1.760, -1.502], [-1.465, 0.977, -3.214], [0.837, -0.662, -1.667], [0.908, 0.411, -3.302], [2.541, 1.596, -1.591], [0.891, 2.618, -1.921], [1.093, 0.701, 0.705], [0.015, 2.229, 0.356], [2.040, 2.747, 2.018], [3.329, 2.198, 0.749], [2.686, 4.921, 1.236], [1.144, 4.580, 0.207], [3.642, 3.507, -1.321], [4.102, 5.256, -0.594], [3.260, 5.278, -3.138], [1.583, 4.530, -2.707], [2.488, 7.445, -2.700], [1.868, 7.099, -0.948], [0.291, 6.448, -3.852], [-0.034, 7.944, -2.751], [-0.211, 5.082, -1.425], [-1.665, 3.950, -2.514], [-2.111, 5.328, -3.898], [-4.817, -4.817, -2.068], [-5.461, -4.771, -3.728], [-3.096, -4.354, -2.085], [-5.728, -3.677, -1.046], [-4.981, -6.465, -1.412], [2.310, 2.472, -5.824], [3.117, 1.698, -4.438], [1.648, 1.217, -6.902], [0.985, 3.509, -5.237], [3.488, 3.463, -6.721], [-7.830, -1.051, -4.006], [-9.413, -1.416, -4.739], [-6.974, 0.147, -5.010], [-8.072, -0.390, -2.370], [-6.863, -2.544, -3.907], [-6.256, -8.616, 1.781], [-6.210, -9.906, 0.553], [-6.093, -9.335, 3.403], [-4.914, -7.479, 1.498], [-7.806, -7.745, 1.670], [3.341, -0.472, 2.729], [1.805, -1.304, 2.376], [3.019, 0.980, 3.709], [4.417, -1.570, 3.630], [4.124, 0.004, 1.201], [7.435, 2.021, -7.159], [8.474, 0.579, -7.281], [6.717, 2.373, -8.752], [6.137, 1.720, -5.976], [8.411, 3.413, -6.627], [-9.769, -5.214, -2.014], [-9.421, -3.509, -2.399], [-11.487, -5.385, -1.576], [-9.414, -6.227, -3.436], [-8.753, -5.733, -0.646], [-7.507, -13.370, 2.192], [-8.351, -11.824, 2.460], [-8.425, -14.689, 2.960], [-7.375, -13.678, 0.442], [-5.876, -13.288, 2.905], [6.581, 2.291, 5.774], [7.389, 1.518, 7.161], [5.919, 1.036, 4.697], [5.257, 3.329, 6.362], [7.760, 3.283, 4.878], [-1.468, -3.546, 4.017], [-3.004, -4.377, 3.664], [-1.791, -2.093, 4.996], [-0.392, -4.644, 4.918], [-0.686, -3.070, 2.488], [11.008, 3.728, 8.170], [11.319, 2.159, 8.954], [9.768, 3.525, 6.907], [10.432, 4.896, 9.386], [12.513, 4.332, 7.433], [-9.286, -9.558, -5.914], [-8.938, -7.854, -6.299], [-11.004, -9.729, -5.476], [-8.931, -10.572, -7.335], [-8.269, -10.077, -4.546], [11.354, 3.039, 3.046], [10.510, 4.584, 3.314], [10.436, 1.719, 3.814], [11.486, 2.730, 1.296], [12.985, 3.121, 3.759], [0.112, 4.020, 4.226], [-0.062, 2.252, 4.360], [-0.309, 4.779, 5.782], [1.797, 4.421, 3.807], [-0.977, 4.629, 2.954], [6.613, -2.227, 8.511], [6.627, -3.926, 9.047], [5.803, -2.111, 6.928], [5.735, -1.235, 9.702], [8.288, -1.636, 8.366]]}